DFT (ωB97M-V/def2-TZVPD) results for a molecular structure, C38H72Br4ClCsF3KN2O15P in a non-equilibrium geometry.

**LUMO energy**: -1.1 eV
**Frontier orbital gap**: 0.06680 Eh
**Charge**: -1
**Molar mass**: 1412.033 g mol⁻¹
**DFT total energy**: -401254.2720 eV
**E_HOMO**: -2.90 eV

Atoms and positions in Å:
C: -4.46725 3.96913 -5.45547
C: -4.23163 2.89705 -5.00375
C: -3.96985 1.61466 -4.38159
N: -2.53250 1.26173 -4.17282
O: -2.35378 -0.12427 -3.88284
C: -3.27784 -0.67095 -2.96218
C: -2.69326 -2.00520 -2.45574
C: -3.20772 -3.17882 -3.33407
C: -1.15190 -1.89369 -2.23769
C: -0.24784 -2.29561 -3.39423
C: -0.80760 -2.72922 -0.97765
C: -1.85054 1.34039 -5.52438
C: -1.03616 2.62647 -5.82524
N: -1.55994 3.44798 -6.90805
O: -0.82858 3.51552 -4.74056
C: -0.56691 2.80951 -3.56770
C: 0.71586 1.91082 -3.65411
C: 1.60115 2.04163 -2.40898
C: 1.25133 1.00882 -1.33051
C: 2.35303 0.91435 -0.25566
C: 2.03216 -0.35992 0.77812
C: 1.90891 0.09061 2.35156
C: 0.58030 0.90782 2.52753
C: -0.46857 0.11856 3.32174
O: -1.68948 0.03652 2.58141
C: -2.68865 -0.47749 3.37283
C: -3.71019 0.47775 3.92365
O: -2.72614 -1.64454 3.62665
C: -1.79984 1.99799 -3.08956
C: -2.66661 2.92898 -2.24100
C: -2.00847 3.29991 -0.89967
C: -3.07394 3.67422 0.10295
F: -3.91610 2.58843 0.35901
Br: -4.10479 5.19338 -0.50181
C: -2.47124 4.04208 1.49340
F: -1.71121 2.98770 1.88183
F: -1.73622 5.14215 1.41221
Br: -3.86364 4.19461 2.84526
H: -4.66158 4.97239 -5.76314
H: -4.58146 1.58590 -3.48218
H: -4.37140 0.85122 -5.05312
H: -4.24966 -0.91862 -3.40077
H: -3.50187 0.00116 -2.11732
H: -3.10056 -2.19367 -1.45665
H: -3.11580 -4.08936 -2.72948
H: -2.79547 -3.35411 -4.39184
H: -4.27005 -2.98886 -3.52181
H: -0.87093 -0.86244 -1.98398
H: -0.50852 -1.78709 -4.31549
H: -0.24662 -3.37123 -3.56284
H: 0.77725 -1.97350 -3.16143
H: 0.27604 -2.77640 -0.84284
H: -1.25962 -3.71641 -1.03677
H: -1.18331 -2.16018 -0.11828
H: -2.59333 1.19056 -6.30282
H: -1.18030 0.49107 -5.64044
H: -0.04695 2.31239 -6.18174
H: -1.76312 4.36397 -6.51500
H: -2.42963 3.07321 -7.26079
H: -0.31160 3.57624 -2.83608
H: 1.28649 2.17162 -4.54155
H: 0.39191 0.86668 -3.72052
H: 1.64866 3.06249 -2.01991
H: 2.62239 1.78954 -2.71947
H: 0.25646 1.16539 -0.90886
H: 1.23047 0.03170 -1.82386
H: 3.37456 0.65769 -0.74143
H: 2.41380 1.87865 0.37058
H: 2.83169 -1.19291 0.69768
H: 1.07669 -0.82072 0.46293
H: 1.88705 -0.80636 3.01747
H: 2.85178 0.67415 2.62668
H: 0.15118 1.19780 1.56990
H: 0.84303 1.80237 3.09096
H: -0.66536 0.64821 4.26150
H: -0.10703 -0.87468 3.59591
H: -4.31976 0.92949 3.14008
H: -4.37209 -0.06089 4.59447
H: -3.22918 1.28148 4.48350
H: -1.35771 1.27208 -2.40627
H: -3.62965 2.48978 -1.95894
H: -2.84979 3.84842 -2.82123
H: -1.34451 2.52265 -0.51779
H: -1.43846 4.22175 -1.06462
C: -5.30473 7.64682 -3.96330
O: -5.52692 6.50436 -4.31845
O: -4.56133 7.80181 -2.82261
O: -5.68653 8.76726 -4.51987
H: -4.40682 6.85630 -2.65863
Cl: -2.06700 5.63356 -3.81313
O: 2.62686 -6.20450 1.51317
P: 2.49627 -6.19706 2.98748
O: 2.59081 -4.62250 3.41938
C: 1.52398 -3.75028 3.07897
C: 0.32145 -3.94934 3.98873
O: 3.96403 -6.72271 3.45855
C: 4.82392 -7.46651 2.57370
C: 5.88397 -6.58041 1.95471
O: 1.84332 -6.66086 4.41210
C: 1.73866 -8.07430 4.69894
C: 2.90167 -8.54760 5.55335
H: 1.24270 -3.88263 2.02806
H: 1.90560 -2.73172 3.19776
H: -0.13815 -4.92364 3.81845
H: -0.43609 -3.18273 3.80860
H: 0.62366 -3.91211 5.03559
H: 4.23871 -7.98164 1.81138
H: 5.30424 -8.24136 3.18103
H: 5.46993 -5.69411 1.47432
H: 6.45759 -7.12770 1.20772
H: 6.57061 -6.22105 2.72347
H: 1.66387 -8.65198 3.77526
H: 0.80669 -8.20660 5.24923
H: 3.75524 -8.82314 4.93834
H: 2.61657 -9.43520 6.12170
H: 3.22673 -7.76668 6.23868
Cs: 4.04934 0.44581 1.13207
O: -7.54871 4.12240 -1.65397
H: -6.56492 4.18599 -1.43500
H: -7.94433 5.02776 -1.83194
H: -8.05280 3.62020 -0.90596
Br: -4.62296 8.85349 -6.34342
K: -5.62766 1.04327 -0.12544
O: 8.17802 0.70810 4.57851
C: 7.77488 1.68388 5.12608
O: 6.70878 2.40220 4.67024
C: 6.53186 3.58013 5.47657
C: 7.21528 3.26729 6.80040
C: 8.35091 2.34506 6.36397
H: 6.99251 4.42550 4.96064
H: 5.46880 3.77794 5.59668
H: 7.54557 4.15668 7.33346
H: 6.53008 2.72154 7.45076
H: 9.24468 2.90194 6.08028
H: 8.59174 1.60391 7.11987
Br: -2.23416 -2.32093 -6.11782
O: 6.55247 -4.25501 -0.14258
H: 5.80263 -4.59056 -0.65132

Mulliken population analysis, charges in e, atoms 1 to 2: -0.64, -1.24

***

DFT (ωB97M-V/def2-TZVPD) results for 5 unconnected molecules or ions with the total composition C38H74F3O2PS.

**SMILES string**: CC(C)CCC1=C([PH2]=S)C(=O)C=C(CCC(F)(F)F)C1=O.CCCCCC.CCCCCC.CCCCCC.CCCCCC
**LUMO energy**: -1.5 eV
**Frontier orbital gap**: 0.27714 Eh
**Molar mass**: 683.043 g mol⁻¹
**DFT total energy**: -72979.1415 eV
**E_HOMO**: -9.04 eV

Atoms and positions in Å:
C: -0.59773 -0.12468 -3.50628
C: -0.46469 -1.57017 -3.02174
C: 0.93687 -1.82880 -2.42589
C: -1.60990 -2.01598 -2.08910
C: -2.06182 -1.01116 -1.01684
C: -0.98965 -0.72968 -0.00397
C: -0.55645 -1.56044 0.94617
P: -1.10470 -3.24624 1.23106
S: 0.15156 -4.60781 0.64409
C: 0.54348 -1.10759 1.86197
O: 0.59167 -1.48440 3.00369
C: 1.52310 -0.16003 1.28562
C: 1.12051 0.68769 0.35176
C: 1.96508 1.71390 -0.33648
C: 3.28953 1.12343 -0.83232
C: 3.77235 1.78990 -2.09171
F: 3.63900 3.13853 -2.05139
F: 3.05375 1.35857 -3.16098
F: 5.07688 1.52974 -2.33022
C: -0.31368 0.61214 -0.05901
O: -0.90729 1.57801 -0.46105
H: -0.65024 0.59362 -2.68470
H: -1.48910 0.01541 -4.12479
H: 0.26914 0.14885 -4.11312
H: -0.57286 -2.19209 -3.91534
H: 0.90202 -2.29165 -1.43629
H: 1.51244 -0.89934 -2.34130
H: 1.51993 -2.49352 -3.06670
H: -2.48826 -2.24660 -2.70079
H: -1.31544 -2.95445 -1.60630
H: -2.36457 -0.07173 -1.48176
H: -2.94586 -1.40053 -0.50383
H: -1.41047 -3.24937 2.59362
H: -2.36974 -3.26437 0.63050
H: 2.52913 -0.16846 1.69322
H: 2.16192 2.54173 0.35000
H: 1.39953 2.12732 -1.17288
H: 3.15314 0.06648 -1.07573
H: 4.08657 1.18361 -0.08888
C: 4.03659 -1.08354 -4.97492
C: 4.08495 -2.54496 -4.54004
C: 5.50436 -3.09340 -4.40080
C: 6.32739 -3.07628 -5.69059
C: 5.69973 -3.83321 -6.86024
C: 5.49594 -5.31949 -6.58602
H: 4.48425 -0.94133 -5.95981
H: 3.00768 -0.72324 -5.02911
H: 4.57962 -0.45046 -4.26794
H: 3.51537 -3.15833 -5.24429
H: 3.57893 -2.64977 -3.57579
H: 5.45463 -4.11372 -4.01122
H: 6.03610 -2.50861 -3.64316
H: 7.31213 -3.50518 -5.47915
H: 6.51025 -2.04202 -5.99409
H: 6.34358 -3.71430 -7.73551
H: 4.74226 -3.37710 -7.12743
H: 6.44458 -5.80309 -6.34234
H: 5.07675 -5.82754 -7.45536
H: 4.81438 -5.48605 -5.75035
C: -3.82149 2.38706 -2.07524
C: -5.21757 2.86346 -1.69014
C: -6.00747 1.82328 -0.89590
C: -6.25085 0.50352 -1.63153
C: -6.97138 0.63895 -2.97200
C: -8.36697 1.24233 -2.85498
H: -3.86628 1.50964 -2.72514
H: -3.27145 3.16045 -2.61330
H: -3.23906 2.12469 -1.19166
H: -5.77262 3.15066 -2.58773
H: -5.13475 3.76998 -1.08507
H: -6.96467 2.25541 -0.59196
H: -5.46849 1.60590 0.03225
H: -6.83529 -0.15468 -0.98021
H: -5.29565 -0.00541 -1.79324
H: -7.04566 -0.35178 -3.42822
H: -6.36958 1.24186 -3.65782
H: -8.99595 0.64164 -2.19411
H: -8.85798 1.29222 -3.82754
H: -8.33539 2.25597 -2.45254
C: -3.48640 -3.64741 8.34521
C: -4.07121 -3.14203 7.03064
C: -3.31888 -3.63945 5.79727
C: -1.85165 -3.21178 5.72597
C: -1.61615 -1.70306 5.77388
C: -2.27276 -0.94826 4.62387
H: -2.45981 -3.30641 8.48751
H: -4.06881 -3.29492 9.19733
H: -3.48091 -4.73932 8.37357
H: -4.09258 -2.04857 7.03716
H: -5.11344 -3.46278 6.95430
H: -3.84508 -3.29723 4.90102
H: -3.36356 -4.73302 5.77198
H: -1.41759 -3.60504 4.80065
H: -1.29077 -3.68557 6.53560
H: -0.53897 -1.52375 5.74621
H: -1.97084 -1.29700 6.72558
H: -1.90932 -1.32512 3.66669
H: -2.04038 0.11693 4.66686
H: -3.36035 -1.04517 4.63849
C: 1.12959 7.03573 3.32505
C: 1.50166 5.77053 4.09078
C: 2.99228 5.66497 4.41060
C: 3.90980 5.62837 3.18635
C: 3.60859 4.50327 2.19796
C: 3.75417 3.10975 2.80055
H: 1.62555 7.08172 2.35415
H: 0.05519 7.08592 3.14487
H: 1.41581 7.92767 3.88678
H: 1.17847 4.89278 3.52345
H: 0.94356 5.74138 5.03002
H: 3.16188 4.77504 5.02280
H: 3.28245 6.51636 5.03414
H: 4.94470 5.53096 3.52923
H: 3.85761 6.58453 2.65947
H: 4.28426 4.59930 1.34354
H: 2.59730 4.62430 1.79741
H: 4.76501 2.94782 3.18053
H: 3.55875 2.33902 2.05122
H: 3.05674 2.94618 3.62322

Mulliken population analysis, charges in e, atoms 1 to 2: -1.32, 0.53

***

DFT (ωB97M-V/def2-TZVPD) results for 8 unconnected molecules or ions with the total composition C38H76FN9O7PS in a non-equilibrium geometry.

**LUMO energy**: -4.4 eV
**Frontier orbital gap**: 0.22649 Eh
**Charge**: +1
**Molar mass**: 853.121 g mol⁻¹
**DFT total energy**: -91204.6643 eV
**E_HOMO**: -10.52 eV

Atoms and positions in Å:
C: 7.17692 -5.91717 2.43468
C: 6.48346 -5.17074 1.43913
C: 5.92213 -4.02734 0.35903
C: 4.31072 -3.80475 0.56762
C: 3.92862 -2.94623 1.94591
C: 2.36934 -3.35394 2.30601
C: 1.13779 -2.46821 1.73130
P: 1.46874 -0.92708 0.64290
S: -0.06174 -0.65115 -0.56981
N: -0.24284 -2.88418 2.03267
N: -0.44642 -3.99215 2.78732
C: -1.95856 -4.29009 2.94995
C: -2.42093 -5.67233 2.17489
C: -3.97922 -5.59561 1.57808
C: -4.17295 -4.47987 0.39398
C: -5.11859 -5.52112 2.77660
C: 0.46473 -4.95881 3.47652
C: 0.10233 -6.27802 4.36593
C: 0.03166 -7.65363 3.41486
F: -1.03943 -6.15126 5.29803
C: 2.09533 -4.66175 3.24715
C: 3.32616 -5.55783 3.82331
H: 7.81941 -6.25214 3.38022
H: 6.05175 -4.53568 -0.71346
H: 6.54765 -3.03509 0.38177
H: 3.76972 -3.31875 -0.37034
H: 3.79963 -4.87378 0.69743
H: 4.68771 -3.11722 2.81952
H: 4.03627 -1.79712 1.64290
H: 2.59710 -1.26060 -0.23316
H: 1.80616 0.26076 1.40539
H: -2.62776 -3.42857 2.46326
H: -2.27595 -4.27042 4.10120
H: -1.63715 -5.99586 1.35058
H: -2.47849 -6.50575 3.02795
H: -4.14451 -6.65828 1.05939
H: -4.72536 -4.98262 -0.53156
H: -3.20304 -3.89253 0.09836
H: -4.94630 -3.67414 0.81624
H: -6.16283 -5.44143 2.21882
H: -5.13544 -6.53341 3.40981
H: -4.90546 -4.62621 3.49848
H: 1.04154 -6.48410 5.07626
H: 0.93318 -8.38767 3.62211
H: 0.21255 -7.24866 2.30635
H: -1.01973 -8.16668 3.43191
H: 3.15741 -5.98508 4.92546
H: 3.53311 -6.52894 3.16174
H: 4.36939 -4.99736 3.87468
C: 0.90568 2.93935 -1.68866
C: 2.23641 2.58670 -1.08521
O: 2.69492 1.44807 -1.13560
N: 2.94297 3.57542 -0.46628
C: 2.58254 4.96362 -0.30142
H: 0.46427 2.04864 -2.14475
H: 0.22668 3.30227 -0.91240
H: 1.03586 3.69678 -2.46634
H: 3.82775 3.25944 -0.08573
H: 3.35830 5.57308 -0.77203
H: 2.55568 5.18168 0.76921
H: 1.61495 5.19872 -0.74569
C: -4.29159 -0.65589 4.01972
C: -4.97117 -1.87946 4.56781
O: -5.51451 -2.70603 3.83924
N: -4.97441 -2.06093 5.91945
C: -4.39740 -1.21483 6.93697
H: -4.37249 -0.65124 2.92901
H: -4.77498 0.24566 4.40559
H: -3.23147 -0.66465 4.28708
H: -5.45104 -2.90692 6.21036
H: -3.66714 -1.80632 7.49515
H: -5.19809 -0.90344 7.61258
H: -3.90969 -0.33365 6.51918
C: 4.89035 0.57033 -6.44216
C: 4.02308 1.79658 -6.38291
O: 3.74011 2.44521 -7.38713
N: 3.54420 2.18614 -5.16685
C: 3.75895 1.56663 -3.88066
H: 5.19374 0.38759 -7.47695
H: 5.79047 0.71861 -5.83955
H: 4.33266 -0.30052 -6.08716
H: 2.96885 3.01959 -5.20955
H: 2.78390 1.29217 -3.46997
H: 4.22987 2.30299 -3.22450
H: 4.38986 0.67969 -3.94525
C: -1.12209 3.15388 2.98337
C: -2.35159 2.31556 3.19532
O: -2.47731 1.57520 4.16759
N: -3.34883 2.39258 2.26825
C: -3.39445 3.19348 1.06797
H: -0.41910 2.98462 3.80398
H: -0.63357 2.87230 2.04667
H: -1.38907 4.21406 2.97083
H: -4.14244 1.79900 2.48121
H: -4.26537 3.85079 1.13238
H: -3.51595 2.51994 0.21585
H: -2.49421 3.79362 0.93276
C: -2.26644 6.01424 -2.61045
C: -3.15857 6.21105 -1.41683
O: -2.82248 5.86611 -0.28665
N: -4.37612 6.79284 -1.61425
C: -4.95230 7.26410 -2.85122
H: -1.33301 5.54004 -2.29414
H: -2.75489 5.36249 -3.33983
H: -2.02673 6.98051 -3.06243
H: -4.91773 6.89061 -0.76302
H: -5.16675 8.33014 -2.74040
H: -5.88888 6.72525 -3.01549
H: -4.29008 7.11239 -3.70406
C: 0.75799 -3.54229 -3.13752
C: 1.80226 -3.31379 -4.19424
O: 2.97787 -3.09382 -3.91353
N: 1.41352 -3.35586 -5.50076
C: 0.09385 -3.59724 -6.03405
H: 1.21984 -3.47817 -2.14817
H: -0.01860 -2.77579 -3.20632
H: 0.32196 -4.53851 -3.25089
H: 2.17321 -3.19259 -6.15169
H: 0.14511 -4.47842 -6.67872
H: -0.19262 -2.73005 -6.63441
H: -0.64834 -3.76049 -5.25214
C: 0.84005 7.99602 -3.95006
C: 0.07500 9.18660 -3.44351
O: -1.14452 9.27717 -3.56107
N: 0.77397 10.18820 -2.83679
C: 2.19608 10.27197 -2.60277
H: 0.14678 7.28442 -4.40745
H: 1.56265 8.30991 -4.70813
H: 1.34920 7.49738 -3.12087
H: 0.18870 10.95419 -2.52342
H: 2.35710 10.36522 -1.52569
H: 2.56873 11.17106 -3.10007
H: 2.73231 9.39953 -2.97717

Mulliken population analysis, charges in e, atoms 1 to 2: -0.42, -0.13